Run A
{
  "formula": "C3H9NO",
  "method": "wB97M-V/def2-TZVPD",
  "e_homo_ev": -9.30,
  "mol_weight_da": 75.11,
  "smiles": "C=CCN.O",
  "charge": 0,
  "homo_lumo_gap_ev": 10.17,
  "e_lumo_ev": 0.9,
  "species": ["H", "H", "H", "H", "C", "H", "C", "H", "H", "C", "O", "H", "N", "H"],
  "xyz": [[0.00294, -0.54790, 2.18019], [0.62701, 1.18483, 2.08997], [0.75909, -1.37175, -0.97383], [3.32697, -0.52099, -0.48852], [0.63518, 0.27912, 1.65277], [-5.61737, 1.75842, -0.88414], [1.43330, -1.30585, -0.09214], [-5.35921, 2.68055, -1.92498], [3.09658, -2.06735, -1.17460], [1.30887, 0.09869, 0.53227], [-5.96873, 2.60033, -1.18922], [1.90417, 0.73230, -0.02146], [2.91479, -1.53552, -0.40085], [0.93642, -1.98489, 0.69453]],
  "mulliken_charge": [0.163, 0.324, 0.196, 0.214, -0.859, 0.315, -0.185, 0.314, 0.222, -0.091, -0.629, 0.378, -0.552, 0.192]
}

Run B
{
  "formula": "C3H9NO",
  "method": "wB97M-V/def2-TZVPD",
  "e_homo_ev": -9.52,
  "mol_weight_da": 75.11,
  "smiles": "NCCCO",
  "charge": 0,
  "homo_lumo_gap_ev": 10.44,
  "e_lumo_ev": 0.9,
  "species": ["H", "H", "N", "C", "H", "H", "C", "H", "H", "O", "H", "H", "C", "H"],
  "xyz": [[1.98705, 0.49434, -1.49139], [0.51077, 1.15321, 0.45312], [1.48055, -0.31882, -1.82738], [-1.21754, 0.12052, 0.96706], [0.74565, -0.54797, 0.88918], [-0.45072, 0.50732, 2.72492], [0.17342, 0.14792, 0.26975], [-0.42800, 0.43262, -1.83381], [-1.51692, -0.88940, 1.15120], [-1.18386, 0.83014, 2.19830], [-0.26334, -1.25356, -1.29660], [1.97655, -1.09301, -1.39148], [0.11609, -0.23715, -1.17360], [-1.92970, 0.65385, 0.36074]],
  "mulliken_charge": [0.245, 0.287, -0.688, -0.527, 0.274, 0.303, -0.407, 0.335, 0.295, -0.528, 0.354, 0.252, -0.539, 0.345]
}

Run C
{
  "formula": "C3H9NO",
  "method": "wB97M-V/def2-TZVPD",
  "e_homo_ev": -9.87,
  "mol_weight_da": 75.11,
  "smiles": "C=NCC.O",
  "charge": 0,
  "homo_lumo_gap_ev": 10.88,
  "e_lumo_ev": 1.0,
  "species": ["H", "H", "H", "C", "C", "H", "H", "O", "H", "H", "H", "C", "N", "H"],
  "xyz": [[-0.98954, -0.12310, -1.64488], [0.43662, 0.58324, -1.22382], [-0.87215, -1.53800, -1.43375], [0.67230, -0.99114, 1.52771], [0.70390, 0.70487, -0.07140], [1.64759, 0.88936, 0.02641], [-0.90326, 1.90156, -0.34343], [-1.05324, -0.92437, -2.14089], [-0.99128, 1.21778, 1.17479], [0.01313, 2.51760, 1.08709], [0.48136, -1.91973, 1.97676], [-0.31956, 1.67816, 0.55501], [0.22755, -0.56453, 0.49067], [1.67080, -0.53333, 2.00536]],
  "mulliken_charge": [0.346, 0.149, 0.335, -0.326, -0.602, 0.527, 0.239, -0.649, 0.409, 0.366, 0.298, -0.915, -0.321, 0.142]
}

Run D
{
  "formula": "C3H9NO",
  "method": "wB97M-V/def2-TZVPD",
  "e_homo_ev": -8.41,
  "mol_weight_da": 75.11,
  "smiles": "C=CN.CO",
  "charge": 0,
  "homo_lumo_gap_ev": 9.30,
  "e_lumo_ev": 0.9,
  "species": ["C", "N", "H", "H", "H", "H", "H", "H", "H", "H", "C", "O", "C", "H"],
  "xyz": [[-1.91056, -0.20817, 0.80642], [-0.78188, -2.28846, 1.32806], [0.90972, 1.71269, -0.45860], [-2.90234, -0.49823, 1.06524], [0.07727, -0.40678, 0.79592], [1.11822, 2.10285, -2.88800], [-1.81746, 0.75073, 0.30973], [1.39661, 0.33962, -1.42456], [0.06977, -2.75438, 1.58771], [-1.49166, -2.58910, 1.98181], [1.69600, 1.35559, -1.13289], [1.80696, 2.22949, -2.23041], [-0.83823, -0.97355, 0.93089], [2.66758, 1.22772, -0.67131]],
  "mulliken_charge": [-0.781, -0.496, 0.212, 0.259, 0.160, 0.294, 0.210, 0.235, 0.229, 0.203, -0.477, -0.523, 0.208, 0.267]
}

If we sort the structures by their calculated energies, the order from most to least stable is run B, run D, run A, run C.

Run A
{
  "formula": "C3H9NO",
  "method": "wB97M-V/def2-TZVPD",
  "e_homo_ev": -8.36,
  "mol_weight_da": 75.11,
  "smiles": "C=C(C)N.O",
  "charge": 0,
  "homo_lumo_gap_ev": 9.30,
  "e_lumo_ev": 0.9,
  "species": ["C", "H", "H", "H", "H", "C", "H", "N", "C", "H", "H", "H", "O", "H"],
  "xyz": [[1.81547, 0.39597, 0.20444], [1.50519, -0.87531, 1.83546], [1.06628, 0.01302, -1.78759], [-5.12607, -1.72108, -0.26503], [2.06092, 2.33955, 0.62389], [1.83772, 0.59161, -1.27473], [-6.51754, -2.04992, -0.84173], [2.42813, 1.43781, 0.90394], [1.39206, -0.73571, 0.76162], [2.36570, 1.36174, 1.90903], [1.62928, 1.63674, -1.55951], [0.90335, -1.43638, 0.11112], [-5.99811, -1.34428, -0.44400], [2.81985, 0.42578, -1.71393]],
  "mulliken_charge": [0.767, 0.238, 0.314, 0.322, 0.233, -1.079, 0.320, -0.528, -0.992, 0.238, 0.297, 0.266, -0.643, 0.247]
}

Run B
{
  "formula": "C3H9NO",
  "method": "wB97M-V/def2-TZVPD",
  "e_homo_ev": -9.18,
  "mol_weight_da": 75.11,
  "smiles": "NCCCO",
  "charge": 0,
  "homo_lumo_gap_ev": 10.07,
  "e_lumo_ev": 0.9,
  "species": ["H", "H", "H", "H", "C", "H", "H", "O", "H", "C", "C", "H", "H", "N"],
  "xyz": [[1.05808, -1.22557, -0.13093], [2.67834, -0.82918, 1.14162], [-1.96815, 1.21338, 0.07649], [-1.70326, -1.36420, 0.02369], [0.01110, 0.57866, 0.57906], [0.31024, 1.57211, 0.89055], [-0.92856, 1.15046, -1.28491], [2.33750, 0.02178, 0.86076], [1.40079, 0.27521, -0.98497], [-1.19130, 0.58808, -0.37555], [1.21960, -0.16019, 0.01354], [-0.32781, 0.02124, 1.46839], [-1.20757, -1.13471, -1.52833], [-1.68899, -0.70708, -0.74942]],
  "mulliken_charge": [0.290, 0.325, 0.279, 0.232, -0.403, 0.346, 0.347, -0.517, 0.214, -0.662, -0.376, 0.204, 0.257, -0.535]
}

Run C
{
  "formula": "C3H9NO",
  "method": "wB97M-V/def2-TZVPD",
  "e_homo_ev": -8.90,
  "mol_weight_da": 75.11,
  "smiles": "CNCOC",
  "charge": 0,
  "homo_lumo_gap_ev": 9.99,
  "e_lumo_ev": 1.1,
  "species": ["H", "H", "C", "O", "H", "C", "N", "H", "H", "H", "H", "H", "H", "C"],
  "xyz": [[-0.76861, 2.36363, 0.67263], [1.52006, 0.40721, 1.05142], [-0.57187, -2.05521, 0.17850], [0.28527, 0.96158, -0.56774], [-1.08454, -1.71142, -0.74915], [0.56127, 0.13603, 0.62222], [0.64638, -1.23029, 0.14416], [-1.45389, 1.79612, -1.01920], [-0.17863, 2.97361, -0.84829], [-0.49110, -3.10415, 0.42896], [-1.21882, -1.68010, 0.99018], [-0.17514, 0.21473, 1.40392], [0.89704, -1.19675, -0.83065], [-0.59739, 2.06491, -0.39120]],
  "mulliken_charge": [0.299, 0.259, -0.709, -0.357, 0.273, -0.296, -0.438, 0.223, 0.207, 0.272, 0.242, 0.357, 0.267, -0.598]
}

If we sort the structures by their calculated energies, the order from most to least stable is run B, run A, run C.

Run A
{
  "formula": "C3H4N4",
  "method": "wB97M-V/def2-TZVPD",
  "e_homo_ev": -9.40,
  "mol_weight_da": 96.09,
  "smiles": "Nc1cncnn1",
  "charge": 0,
  "homo_lumo_gap_ev": 9.53,
  "e_lumo_ev": 0.1,
  "species": ["H", "N", "N", "H", "H", "H", "C", "N", "C", "N", "C"],
  "xyz": [[-2.95132, -0.25800, 0.73968], [-0.27608, -0.86923, -0.97931], [-1.17134, 0.78718, 1.02564], [0.71353, 1.63792, 1.02169], [2.09702, -0.90583, -1.28487], [2.53663, -0.04625, 0.09351], [-1.92752, -0.13258, 0.40195], [-1.55053, -0.89207, -0.61041], [0.07427, 0.85379, 0.61770], [1.89513, -0.11569, -0.68425], [0.56020, -0.05922, -0.34135]],
  "mulliken_charge": [0.382, -0.322, -0.537, 0.372, 0.287, 0.237, -0.003, -0.404, -0.092, -0.522, 0.603]
}

Run B
{
  "formula": "C3H4N4",
  "method": "wB97M-V/def2-TZVPD",
  "e_homo_ev": -10.02,
  "mol_weight_da": 96.09,
  "charge": 0,
  "homo_lumo_gap_ev": 10.46,
  "e_lumo_ev": 0.4,
  "species": ["H", "H", "N", "N", "N", "H", "N", "H", "C", "C", "C"],
  "xyz": [[0.57047, 0.71551, -1.61230], [0.35359, 2.91603, -1.14615], [-0.03489, 2.92212, 0.68262], [-0.26151, 3.12561, 1.76682], [-2.22534, 0.84061, -0.00529], [1.65596, -0.85219, -1.28702], [0.55836, 2.45728, -0.24425], [-0.18697, -1.61841, 0.15601], [0.74582, -0.20117, -1.10942], [-0.23020, -0.70388, -0.32935], [-1.30396, 0.18733, -0.19853]],
  "mulliken_charge": [0.217, 0.255, 0.524, -0.384, -0.404, 0.241, -0.427, 0.405, -0.454, -0.267, 0.295]
}

Run C
{
  "formula": "C3H4N4",
  "method": "wB97M-V/def2-TZVPD",
  "e_homo_ev": [-7.58, -7.57],
  "mol_weight_da": 96.09,
  "smiles": "NC1=C=NC=NN1",
  "charge": 0,
  "homo_lumo_gap_ev": [7.69, 7.69],
  "e_lumo_ev": [0.1, 0.1],
  "species": ["N", "N", "C", "H", "N", "H", "N", "C", "H", "C", "H"],
  "xyz": [[-0.01160, -1.00593, 0.06646], [-1.23410, 1.27923, 0.68159], [-1.89447, 0.14743, 0.30189], [0.41911, -1.79653, 0.51995], [-1.37421, -1.02560, 0.13277], [2.21026, 1.13750, -0.73464], [1.87557, 0.19409, -0.60074], [0.06555, 1.29567, 0.51887], [2.25649, -0.57518, -1.12257], [0.65567, 0.14591, -0.05920], [-2.96827, 0.20342, 0.29562]],
  "mulliken_charge": [0.135, -0.425, -0.011, 0.277, -0.667, 0.254, -0.434, -0.297, 0.240, 0.525, 0.404]
}

Run D
{
  "formula": "C3H4N4",
  "method": "wB97M-V/def2-TZVPD",
  "e_homo_ev": -7.68,
  "mol_weight_da": 96.09,
  "charge": 0,
  "homo_lumo_gap_ev": 8.78,
  "e_lumo_ev": 1.1,
  "species": ["C", "N", "C", "N", "N", "C", "H", "H", "H", "H", "N"],
  "xyz": [[1.46862, 0.25558, 0.12156], [-1.95960, -0.40923, 0.15176], [0.03629, -1.08353, -0.02139], [1.42176, -1.21820, 0.14677], [-1.16585, -1.51466, 0.01290], [0.12317, 0.38007, 0.04339], [-2.74967, -0.41011, -0.48780], [1.97119, -1.78741, -0.48443], [-1.48226, 1.52490, 0.70866], [2.33082, 0.87622, 0.22643], [-1.16877, 0.83508, 0.03717]],
  "mulliken_charge": [-0.711, -0.146, 0.415, -0.344, -0.518, 0.368, 0.237, 0.246, 0.296, 0.416, -0.260]
}

If we sort the structures by their calculated energies, the order from most to least stable is run A, run C, run B, run D.

Run A
{
  "formula": "C3H4N4",
  "method": "wB97M-V/def2-TZVPD",
  "e_homo_ev": -9.43,
  "mol_weight_da": 96.09,
  "smiles": "[H]/N=C1\\C=NCN=N1",
  "charge": 0,
  "homo_lumo_gap_ev": 9.20,
  "e_lumo_ev": -0.2,
  "species": ["N", "H", "H", "N", "C", "H", "H", "C", "N", "N", "C"],
  "xyz": [[-1.33606, -0.32936, -1.29872], [0.17703, -0.08252, 2.38212], [-0.83061, -0.56302, 0.99423], [-0.48133, 1.57972, -0.29045], [1.05985, -0.22705, -0.68191], [-1.11460, -1.29995, -1.53668], [1.85539, -0.44437, -1.39446], [-0.28657, 0.31619, -0.99045], [1.22259, -0.41487, 0.57123], [-0.31853, 1.43323, 0.93353], [0.05283, 0.03198, 1.31156]],
  "mulliken_charge": [-0.585, 0.337, 0.375, -0.287, -0.122, 0.263, 0.378, 0.628, -0.421, -0.115, -0.452]
}

Run B
{
  "formula": "C3H4N4",
  "method": "wB97M-V/def2-TZVPD",
  "e_homo_ev": -9.79,
  "mol_weight_da": 96.09,
  "smiles": "Nc1ccnnn1",
  "charge": 0,
  "homo_lumo_gap_ev": 9.91,
  "e_lumo_ev": 0.1,
  "species": ["H", "H", "N", "H", "N", "N", "N", "C", "C", "H", "C"],
  "xyz": [[0.79485, -1.52447, -0.83860], [1.11058, 0.91059, 2.02612], [-1.51645, 1.41729, 0.08713], [2.15239, -0.49137, 1.42584], [1.66577, 0.38022, 1.01393], [-0.45424, 0.91973, 0.76935], [-1.77331, 0.75049, -1.00770], [0.49917, 0.13914, 0.25050], [0.11845, -0.69468, -0.68891], [-1.51783, -1.37147, -1.82658], [-1.07940, -0.43547, -1.21108]],
  "mulliken_charge": [0.334, 0.397, -0.380, 0.290, -0.594, -0.173, -0.217, 0.461, -0.276, 0.254, -0.095]
}

If we sort the structures by their calculated energies, the order from most to least stable is run A, run B.

Run A
{
  "formula": "C3H4N4",
  "method": "wB97M-V/def2-TZVPD",
  "e_homo_ev": [-8.13, -8.13],
  "mol_weight_da": 96.09,
  "charge": 0,
  "homo_lumo_gap_ev": [8.42, 8.42],
  "e_lumo_ev": [0.3, 0.3],
  "species": ["N", "C", "H", "H", "H", "N", "N", "C", "H", "C", "N"],
  "xyz": [[1.59564, 2.48285, -2.07675], [0.05424, -1.76629, 0.79463], [-1.33406, 1.50963, -0.45964], [1.40156, -3.36666, 0.99304], [-2.03946, -0.71238, 0.30521], [1.05851, 1.83845, -1.32657], [0.79833, -2.61355, 1.26447], [-1.08897, -0.50696, -0.18145], [-0.56969, 1.17988, 1.11127], [-0.59772, 0.87131, 0.05447], [0.72162, 1.08369, -0.47868]],
  "mulliken_charge": [-0.593, 0.166, 0.399, 0.299, 0.212, 0.570, -0.267, -0.580, 0.242, -0.243, -0.206]
}

Run B
{
  "formula": "C3H4N4",
  "method": "wB97M-V/def2-TZVPD",
  "e_homo_ev": -7.28,
  "mol_weight_da": 96.09,
  "charge": 0,
  "homo_lumo_gap_ev": 7.88,
  "e_lumo_ev": 0.6,
  "species": ["C", "H", "C", "C", "N", "H", "H", "N", "H", "N", "N"],
  "xyz": [[2.74308, 0.42889, -0.15606], [-2.36337, -0.63197, 0.91828], [-0.68743, -0.02977, -0.08834], [0.55269, -0.77606, -0.24338], [-0.61293, 1.27402, -0.01064], [0.46784, -1.83586, -0.46368], [3.25171, 0.50633, 0.81920], [1.70197, -0.23985, -0.11305], [-2.59686, -0.41819, -0.71187], [-1.93219, -0.68863, 0.00276], [-0.52451, 2.41108, 0.04677]],
  "mulliken_charge": [-0.353, 0.243, 0.228, -0.256, 0.500, 0.395, 0.198, -0.067, 0.259, -0.529, -0.620]
}

If we sort the structures by their calculated energies, the order from most to least stable is run B, run A.